# 1
{"formula": "C5H10O2", "method": "ωB97M-V/def2-TZVPD", "elements": ["C", "C", "O", "C", "C", "O", "H", "H", "H", "H", "H", "H", "C", "H", "H", "H", "H"], "coordinates": [[-2.04104, 0.58557, -0.39740], [-1.42159, -0.71244, 0.05082], [-0.24601, -0.99744, -0.70618], [0.62699, -1.53990, 0.21646], [0.17866, -1.33550, 1.44839], [-1.01331, -0.63802, 1.41261], [-1.30403, 1.38264, -0.27681], [-2.33745, 0.52163, -1.44789], [-2.91952, 0.82574, 0.20763], [-2.10678, -1.57266, -0.04758], [1.53787, -1.97879, -0.16205], [0.58277, -1.57639, 2.42043], [2.09585, 1.40872, -0.54526], [1.68653, 0.76561, -1.32766], [3.18848, 1.39775, -0.58164], [1.73855, 2.43232, -0.68454], [1.75405, 1.03118, 0.42067]], "forces_ev_per_angstrom": [[0.03, 0.05, 0.02], [-0.32, 0.09, -0.14], [0.02, 0.00, 0.08], [0.05, -0.09, 0.17], [0.16, -0.14, -0.05], [0.07, 0.02, 0.02], [-0.07, -0.05, -0.05], [0.05, -0.02, 0.15], [0.10, -0.12, -0.07], [0.05, 0.09, -0.02], [-0.16, 0.04, 0.12], [-0.01, 0.04, -0.21], [-0.02, 0.01, 0.00], [0.09, 0.14, 0.07], [-0.17, 0.00, 0.01], [0.06, -0.15, 0.00], [0.08, 0.09, -0.09]], "mulliken_charge": [-1.217, 0.444, -0.315, -0.349, -0.116, -0.362, 0.257, 0.340, 0.343, 0.191, 0.379, 0.390, -0.904, 0.185, 0.308, 0.265, 0.163], "orbital_gap_ev": 9.3, "energy_ev": -9440.807, "total_charge": 0, "smiles": "CC1OC=CO1.C", "lumo_ev": 1.060, "fmax_ev_per_a": 0.36, "e_above_lowest_ev": 2.236}

***

# 2
{"formula": "C19H15F4I2N3ORu", "method": "ωB97M-V/def2-TZVPD", "elements": ["Ru", "C", "N", "C", "C", "C", "N", "C", "C", "F", "C", "F", "C", "C", "F", "C", "F", "H", "H", "H", "H", "H", "H", "H", "H", "H", "H", "H", "I", "C", "C", "C", "I", "C", "C", "C", "C", "N", "C", "C", "O", "H", "H", "H", "H"], "coordinates": [[-0.05299, 0.64857, -0.30139], [-1.82318, 2.00571, -2.06502], [-1.63372, 0.61108, -1.60244], [-2.89878, 0.10547, -1.03445], [-1.16669, -0.26920, -2.71224], [0.28732, 0.00469, -3.06296], [1.00964, 0.17047, -1.79394], [2.39649, 0.05746, -1.67423], [2.93146, 0.27972, -0.40401], [2.05207, 0.62971, 0.59582], [4.27228, 0.18933, -0.11852], [4.69169, 0.41519, 1.12220], [5.16740, -0.12883, -1.12227], [4.67015, -0.34011, -2.39158], [5.49725, -0.64028, -3.38637], [3.31514, -0.24826, -2.67553], [2.90792, -0.45653, -3.93341], [-2.61044, 2.04879, -2.82128], [-0.89611, 2.38075, -2.49956], [-2.09585, 2.62039, -1.20964], [-3.67570, 0.09735, -1.80254], [-3.19958, 0.75643, -0.21660], [-2.74945, -0.90482, -0.65959], [-1.81431, -0.14549, -3.58454], [-1.26331, -1.29500, -2.35449], [0.39935, 0.89420, -3.68853], [0.66943, -0.83814, -3.63656], [6.22640, -0.20183, -0.92066], [-2.30097, 3.84067, 3.18336], [-1.83708, 1.82023, 3.26694], [-2.07235, 1.08343, 4.44618], [-1.79638, -0.25672, 4.52781], [-2.18840, -1.26612, 6.31027], [-1.25925, -0.93617, 3.40504], [-0.94708, -2.31081, 3.33199], [-0.44221, -2.84960, 2.17812], [-0.23070, -2.02381, 1.06593], [-0.51192, -0.73730, 1.10405], [-1.02297, -0.17343, 2.24608], [-1.30462, 1.21170, 2.15203], [-1.08511, 1.79332, 0.98441], [-2.48561, 1.60213, 5.30014], [-1.11333, -2.93446, 4.20056], [-0.19747, -3.89909, 2.10867], [0.18157, -2.41078, 0.14273]], "forces_ev_per_angstrom": [[0.04, -0.03, 0.04], [-0.03, 0.02, -0.02], [0.07, -0.01, 0.00], [-0.04, 0.01, 0.00], [-0.04, 0.01, -0.03], [0.09, 0.00, -0.01], [0.00, 0.02, -0.02], [-0.02, 0.01, -0.04], [-0.04, 0.00, -0.03], [0.02, 0.01, 0.03], [0.02, -0.01, 0.00], [-0.01, 0.00, 0.01], [0.03, 0.00, 0.00], [-0.03, 0.02, 0.03], [0.00, 0.00, -0.01], [-0.01, 0.00, -0.01], [0.01, 0.00, -0.01], [0.00, -0.01, 0.00], [0.00, 0.00, 0.00], [0.00, 0.00, 0.00], [0.00, 0.00, 0.00], [0.01, 0.00, 0.00], [0.00, -0.01, -0.01], [-0.01, -0.01, 0.01], [0.00, 0.00, 0.00], [0.00, 0.00, 0.00], [-0.01, 0.00, -0.01], [0.00, 0.00, 0.00], [0.01, -0.06, 0.01], [-0.01, 0.13, -0.02], [0.03, -0.03, -0.07], [-0.03, -0.01, 0.08], [0.01, 0.03, -0.05], [0.01, -0.02, -0.01], [0.00, -0.01, 0.03], [0.01, 0.06, -0.04], [0.01, -0.08, 0.05], [-0.07, 0.13, 0.06], [0.01, -0.09, -0.01], [-0.02, 0.05, -0.02], [0.00, -0.09, 0.06], [0.00, -0.01, 0.01], [0.00, -0.01, -0.01], [0.00, 0.00, 0.00], [-0.01, 0.00, 0.00]], "mulliken_charge": [0.560, -0.848, 0.351, -1.085, -0.889, -0.735, 0.123, -0.154, 0.632, -0.307, -0.187, -0.280, -0.355, -0.007, -0.280, 0.687, -0.296, 0.367, 0.293, 0.306, 0.388, 0.253, 0.353, 0.337, 0.373, 0.432, 0.446, 0.522, 0.104, -0.492, -0.285, -0.268, 0.128, 0.291, -0.523, -1.235, -0.166, 0.142, 0.246, 1.102, -0.576, 0.347, 0.226, 0.424, 0.537], "orbital_gap_ev": [6.9, 6.1], "energy_ev": -56110.668, "total_charge": 1, "lumo_ev": [-3.804, -4.577], "multiplicity": 2, "fmax_ev_per_a": 0.16, "s2": 0.76, "e_above_lowest_ev": 0.009}

***

# 3
{"formula": "C13H26NNiO4P2", "method": "ωB97M-V/def2-TZVPD", "elements": ["Ni", "P", "C", "C", "N", "C", "C", "C", "C", "C", "P", "H", "H", "H", "H", "H", "H", "H", "H", "O", "H", "H", "O", "H", "C", "H", "H", "H", "C", "H", "H", "H", "C", "H", "H", "H", "C", "H", "H", "H", "C", "C", "O", "O", "H", "H", "H"], "coordinates": [[0.24263, -0.05970, 0.19722], [0.44420, 1.33371, 1.78067], [0.32104, 2.83089, 0.74262], [0.94661, 2.49835, -0.60124], [0.95405, 1.18283, -0.96530], [1.48602, 0.76726, -2.15150], [2.10475, 1.68642, -2.98421], [2.09603, 3.03660, -2.64123], [1.49977, 3.44881, -1.44774], [1.42116, -0.71339, -2.47330], [0.14538, -1.44775, -1.39859], [1.47892, 4.49556, -1.15025], [2.59051, 1.32787, -3.88934], [2.55859, 3.76720, -3.29864], [1.21533, -0.92963, -3.53360], [2.36449, -1.21689, -2.19538], [-0.76958, 2.98273, 0.62693], [0.75115, 3.70977, 1.24226], [-4.09273, 0.33932, -0.61954], [-3.52230, 1.13349, -0.54854], [-4.08220, 1.92575, -0.50434], [-3.86202, -2.05621, 0.20880], [-3.90787, -1.52954, -0.61519], [-4.40021, -2.11392, -1.22743], [-1.42131, -1.23233, -2.25527], [-1.33307, -1.62824, -3.27774], [-2.23988, -1.68752, -1.66924], [-1.65550, -0.16016, -2.28650], [0.55412, -3.16477, -1.09573], [-0.33828, -3.61221, -0.64350], [0.82609, -3.70473, -2.01046], [1.36113, -3.20399, -0.35286], [2.13741, 1.23519, 2.40763], [2.41336, 2.14996, 2.95225], [2.18541, 0.34396, 3.05068], [2.82957, 1.06673, 1.57106], [-0.73150, 1.44195, 3.12419], [-0.67661, 0.48762, 3.65741], [-0.50668, 2.27520, 3.79956], [-1.73239, 1.55254, 2.69786], [-0.19912, -3.07413, 2.96492], [0.47156, -2.14674, 2.00107], [1.67221, -2.15881, 1.70956], [-0.43743, -1.31427, 1.49043], [0.48603, -3.83583, 3.32977], [-1.05890, -3.54296, 2.48031], [-0.58995, -2.48602, 3.80147]], "forces_ev_per_angstrom": [[-0.81, -2.09, 1.85], [0.25, 1.21, 0.85], [-0.13, 0.23, 0.28], [0.33, -0.29, -0.53], [1.03, 2.14, -2.09], [0.14, 0.67, 0.39], [-0.04, 0.08, -0.11], [-0.10, -0.13, 0.22], [0.08, 0.00, 0.02], [0.04, -0.31, -0.08], [-0.14, -0.91, -1.04], [0.04, -0.22, -0.16], [-0.16, 0.19, 0.12], [-0.06, -0.10, 0.11], [0.28, 0.35, 0.25], [-0.19, 0.30, -0.17], [0.42, 0.11, -0.07], [-0.07, -0.02, -0.51], [0.38, 0.61, 0.14], [-0.21, 0.22, 0.00], [0.11, -0.60, -0.07], [-0.01, 0.53, -0.44], [-0.73, -1.32, 0.27], [0.23, 0.49, 0.40], [-0.09, -0.34, -0.51], [-0.38, 0.06, 0.23], [0.63, 0.10, -0.48], [0.12, -0.16, -0.08], [-0.07, -0.46, -0.31], [0.18, -0.08, -0.10], [-0.11, -0.01, 0.24], [-0.16, 0.02, -0.29], [0.05, 0.20, 0.34], [0.08, -0.37, -0.04], [0.11, 0.33, -0.09], [-0.19, 0.11, 0.21], [0.11, 0.30, 0.39], [-0.10, 0.19, -0.01], [-0.15, -0.19, -0.02], [0.11, -0.04, 0.10], [0.24, -0.47, 0.44], [-1.32, 0.94, -0.75], [-0.84, 0.49, -0.01], [0.95, -1.67, 1.07], [-0.03, 0.01, 0.07], [0.13, 0.04, 0.04], [0.08, -0.14, -0.07]], "mulliken_charge": [-0.415, 0.671, -1.056, 0.644, 0.532, 0.614, -0.883, -0.347, -0.874, -1.249, 0.924, 0.502, 0.509, 0.415, 0.508, 0.410, 0.434, 0.518, 0.329, -0.563, 0.282, 0.307, -0.673, 0.304, -1.076, 0.394, 0.172, 0.429, -1.253, 0.346, 0.419, 0.404, -1.300, 0.401, 0.346, 0.360, -1.079, 0.277, 0.421, 0.369, -1.249, 1.013, -0.629, -0.500, 0.387, 0.264, 0.245], "orbital_gap_ev": [6.7, 8.1], "energy_ev": -83199.092, "total_charge": 1, "lumo_ev": [-3.005, -3.567], "multiplicity": 3, "fmax_ev_per_a": 3.17, "s2": 2.01}